Record 1
{"formula": "C3H8N2", "method": "the ωB97M-V functional and the def2-TZVPD basis", "spin_multiplicity": 1, "smiles": "C=NN(C)C", "largest_force_ev_per_a": 3.2, "e_lumo_ev": 1.058, "de_lowest_ev": 3.745, "symbols": ["C", "N", "N", "C", "C", "H", "H", "H", "H", "H", "H", "H", "H"], "positions_angstrom": [[0.85695, -0.11659, 1.91580], [0.24893, 0.61203, 1.00914], [0.30010, 0.30725, -0.41432], [0.03260, -1.16607, -0.68442], [-0.65546, 1.25674, -0.95748], [1.26837, -1.13743, 1.70541], [0.72519, 0.45662, 2.87685], [-0.37806, -1.40334, -1.68322], [-0.68048, -1.67984, 0.02014], [1.02223, -1.77653, -0.56423], [-0.08372, 2.21515, -1.24996], [-1.20136, 0.93068, -1.86688], [-1.45528, 1.50133, -0.10682]], "forces_ev_per_angstrom": [[-2.066, 1.617, -1.761], [2.280, -1.244, 0.067], [-1.025, -2.023, 1.940], [1.261, -0.958, 0.634], [-1.383, 1.938, 0.350], [-0.048, 1.090, 0.607], [0.630, -1.572, -0.610], [0.480, 0.722, 0.285], [0.438, 0.954, -0.227], [-1.637, 1.265, -0.365], [-1.044, -1.333, 0.625], [0.540, -0.193, 0.542], [1.575, -0.263, -2.085]], "nbo_charge": [-0.17, -0.26, -0.30, -0.46, -0.43, 0.18, 0.21, 0.22, 0.19, 0.20, 0.21, 0.20, 0.21]}

***

Record 2
{"formula": "C3H8N2", "method": "the ωB97M-V functional and the def2-TZVPD basis", "spin_multiplicity": 1, "smiles": "C/C(N)=C/N", "largest_force_ev_per_a": 1.3, "e_lumo_ev": 1.103, "de_lowest_ev": 1.473, "symbols": ["C", "C", "N", "C", "N", "H", "H", "H", "H", "H", "H", "H", "H"], "positions_angstrom": [[0.43480, 1.66635, -0.34108], [-0.11468, 0.27337, -0.18400], [-1.50977, 0.13259, -0.19790], [0.67566, -0.69721, 0.23191], [0.10031, -2.00055, 0.49602], [1.04356, 1.82763, -1.23167], [-0.36170, 2.41619, -0.37496], [1.00313, 1.91102, 0.55763], [-1.93909, 0.49724, -1.04810], [-1.75089, -0.85409, -0.23696], [1.71717, -0.47567, 0.40198], [0.85846, -2.67712, 0.44290], [-0.15697, -2.01975, 1.48426]], "forces_ev_per_angstrom": [[-0.381, 0.548, 0.106], [-0.107, 0.966, 0.325], [-0.549, -0.445, -1.058], [-0.335, -0.712, -0.140], [0.988, 0.140, 0.558], [0.086, -0.227, 0.074], [-0.073, -0.219, -0.050], [0.233, 0.055, -0.224], [0.224, 0.492, 0.281], [0.153, -0.128, 0.419], [0.242, -0.264, 0.047], [-0.266, -0.121, -0.179], [-0.214, -0.084, -0.159]], "nbo_charge": [-0.65, 0.15, -0.81, -0.14, -0.85, 0.22, 0.22, 0.23, 0.36, 0.38, 0.18, 0.36, 0.36]}

***

Record 3
{"formula": "C3H8N2", "method": "the ωB97M-V functional and the def2-TZVPD basis", "spin_multiplicity": 1, "smiles": "C=NC.C=N", "largest_force_ev_per_a": 4.0, "e_lumo_ev": 0.936, "de_lowest_ev": 3.904, "symbols": ["C", "N", "C", "H", "H", "H", "H", "H", "C", "N", "H", "H", "H"], "positions_angstrom": [[0.69275, 0.81006, 1.83823], [0.77705, 1.89685, 1.20608], [1.54037, 1.81964, -0.04633], [0.52618, 0.48852, 2.86743], [1.39024, -0.04224, 1.60220], [2.60440, 1.65938, 0.12938], [1.05813, 1.14095, -0.73168], [1.53914, 2.80139, -0.57255], [-1.94945, -1.70306, -1.45727], [-1.24211, -2.73986, -1.25561], [-2.75043, -1.61515, -0.75231], [-2.01236, -1.11302, -2.46416], [-0.61752, -2.83910, -2.07114]], "forces_ev_per_angstrom": [[3.498, -1.806, 0.426], [-0.722, -0.075, 0.397], [-0.214, 1.733, -0.303], [-1.798, 1.653, 0.267], [-0.606, 0.211, -1.266], [-0.102, -0.670, 0.103], [0.258, -0.609, -0.168], [-0.323, -0.450, 0.535], [-0.669, -0.773, -1.811], [0.646, 0.796, -1.047], [-0.414, 0.973, 0.458], [0.410, -0.741, 1.937], [0.034, -0.243, 0.472]], "nbo_charge": [-0.07, -0.38, -0.45, 0.19, 0.11, 0.20, 0.20, 0.20, -0.06, -0.58, 0.17, 0.15, 0.32]}

***

Record 4
{"formula": "C3H8N2O", "method": "the ωB97M-V functional and the def2-TZVPD basis", "spin_multiplicity": 2, "s_squared": 0.75, "largest_force_ev_per_a": 4.6, "e_lumo_ev": [3.772, 3.716], "total_charge": -1, "de_lowest_ev": 1.628, "symbols": ["C", "C", "N", "H", "H", "H", "H", "H", "C", "N", "O", "H", "H", "H"], "positions_angstrom": [[0.76130, 1.33192, -0.11203], [-1.25980, 2.18758, -0.70448], [-0.66176, 1.55155, 0.23515], [1.38003, 0.90673, 0.72244], [1.24351, 2.32661, -0.29146], [0.97104, 0.72012, -1.07123], [-2.32822, 2.16785, -0.90867], [-0.72422, 2.87047, -1.37748], [0.44081, -2.06511, 0.30024], [-0.68117, -1.40843, 0.71024], [1.32610, -1.65596, -0.45769], [0.53377, -3.15135, 0.69744], [-1.29156, -1.90160, 1.46802], [-0.64646, -0.41939, 0.90239]], "forces_ev_per_angstrom": [[0.398, 0.646, -0.060], [-1.679, 2.031, -2.881], [2.767, -2.852, 2.265], [-0.713, -0.017, -0.503], [-0.111, -0.225, -0.130], [-0.578, 0.674, 1.274], [-0.199, -0.119, 0.460], [0.181, 0.006, -0.135], [1.282, -0.838, -0.612], [-1.066, -2.265, 2.415], [-1.517, -0.631, 1.364], [-0.436, 1.185, -0.449], [1.843, 0.977, -2.064], [-0.173, 1.430, -0.944]], "nbo_charge": [-0.47, -0.44, -0.70, 0.15, 0.13, 0.16, 0.12, 0.08, 0.52, -0.83, -0.61, 0.06, 0.36, 0.45]}

***

Record 5
{"formula": "C3H8N2O", "method": "the ωB97M-V functional and the def2-TZVPD basis", "spin_multiplicity": 1, "smiles": "[H]/N=N/C.C=CO", "largest_force_ev_per_a": 3.0, "e_lumo_ev": 0.763, "de_lowest_ev": 4.124, "symbols": ["H", "N", "N", "C", "H", "H", "H", "C", "C", "O", "H", "H", "H", "H"], "positions_angstrom": [[-0.10684, -1.57760, -0.58665], [0.77747, -1.86722, -0.17617], [0.89871, -0.88122, 0.55349], [2.21383, -0.81113, 1.16941], [2.59685, 0.16835, 0.93025], [2.13986, -0.76221, 2.26159], [2.91634, -1.57859, 0.72551], [-1.68679, 0.05012, -0.99843], [-1.43080, 1.37749, -0.85613], [-1.94229, 1.97498, 0.19647], [-1.51616, -0.53819, -1.92847], [-2.12219, -0.48458, -0.12874], [-1.03464, 2.07272, -1.66978], [-1.70335, 2.85708, 0.50763]], "forces_ev_per_angstrom": [[-0.857, -1.227, -0.744], [-0.438, 1.051, -0.165], [1.370, 0.073, 0.750], [0.732, -0.387, -0.114], [0.197, 0.450, -0.334], [-0.025, -0.584, -0.151], [-0.769, 0.584, 0.901], [0.300, 0.526, -0.178], [0.002, -0.971, -2.834], [-1.088, 0.735, 2.610], [0.059, 0.857, 0.831], [0.224, 0.470, -0.733], [-0.262, -1.262, 1.051], [0.553, -0.315, -0.892]], "nbo_charge": [0.33, -0.34, -0.13, -0.48, 0.21, 0.21, 0.20, -0.56, 0.17, -0.70, 0.21, 0.21, 0.17, 0.50]}

***

Record 6
{"formula": "C3H8N2O", "method": "the ωB97M-V functional and the def2-TZVPD basis", "spin_multiplicity": 1, "smiles": "[H]/N=C(\\C)N(C)O", "largest_force_ev_per_a": 3.0, "e_lumo_ev": 0.819, "de_lowest_ev": 3.309, "symbols": ["H", "N", "C", "C", "N", "C", "O", "H", "H", "H", "H", "H", "H", "H"], "positions_angstrom": [[-1.94002, 1.51196, 0.01258], [-0.95830, 1.31984, 0.19100], [-0.62757, 0.08677, 0.04575], [-1.54310, -1.10306, -0.00723], [0.68594, -0.11407, -0.21086], [1.56199, 1.22017, 0.06961], [1.20359, -1.36146, 0.20564], [-1.79518, -1.33838, -1.04180], [-1.12690, -1.99949, 0.44924], [-2.46332, -0.90684, 0.54251], [1.07350, 2.11493, -0.29607], [2.44897, 1.03365, -0.53169], [1.80351, 1.25532, 1.13027], [1.67689, -1.71935, -0.55895]], "forces_ev_per_angstrom": [[-0.115, -0.438, 0.522], [-0.622, -0.106, -0.383], [-1.078, 0.635, 0.036], [-0.390, -0.245, 0.210], [1.853, 2.111, 0.072], [0.065, -2.963, -0.716], [0.309, 0.663, 0.214], [0.027, -0.006, -0.030], [0.293, 0.117, -0.126], [0.000, 0.266, -0.170], [-0.266, -0.433, 0.163], [0.253, 0.035, 0.229], [-0.139, 0.113, -0.052], [-0.190, 0.251, 0.032]], "nbo_charge": [0.34, -0.75, 0.43, -0.69, -0.16, -0.42, -0.56, 0.23, 0.24, 0.23, 0.25, 0.19, 0.20, 0.47]}